Here is a molecular structure, C29H57N10OSeTi at a distorted geometry from OMol25. Energies are from ωB97M-V/def2-TZVPD.

Cartesian coordinates (Å):
Ti1 0.08471 0.21941 -0.13216
C1 -0.69641 -2.33450 -1.33702
N1 -0.33524 -3.07970 -0.13849
C2 0.38745 -4.33976 -0.31029
C3 -0.53537 -2.50974 1.06556
N2 -0.86680 -1.21286 1.06778
C4 -1.34524 -0.57100 2.26211
C5 -2.20562 -1.19348 3.16340
C6 -2.53186 -0.60089 4.37016
C7 -1.97145 0.62463 4.69954
C8 -1.19549 1.29548 3.76940
C9 -0.94886 0.75618 2.50457
N3 -0.26861 1.47981 1.46896
C10 -0.37972 2.81886 1.44049
N4 -1.48242 3.49588 1.84236
C11 -2.82575 2.92009 1.87265
C12 -1.36432 4.71407 2.64815
N5 0.63103 3.55757 0.94799
C13 0.42916 4.89696 0.39307
C14 2.04092 3.15497 1.09287
N6 -0.33529 -3.30169 2.14441
C15 -0.99950 -4.60222 2.23760
C16 0.24898 -2.82593 3.39630
H1 -1.74564 -2.07089 -1.32616
H2 -0.50243 -2.94422 -2.21251
H3 -0.11156 -1.42255 -1.45667
H4 1.10063 -4.23790 -1.12447
H5 -0.28148 -5.16480 -0.55073
H6 0.93578 -4.58027 0.59337
H7 -2.61035 -2.16843 2.91286
H8 -3.18660 -1.11257 5.06508
H9 -2.15389 1.07007 5.67036
H10 -0.77868 2.26597 4.01709
H11 -2.85714 1.96343 1.37094
H12 -3.51610 3.60854 1.38203
H13 -3.16577 2.76200 2.89638
H14 -0.33554 5.05174 2.69807
H15 -1.70315 4.50055 3.66429
H16 -1.98594 5.51107 2.24185
H17 0.82122 5.67441 1.05091
H18 -0.62308 5.08073 0.21513
H19 0.95881 4.96791 -0.55255
H20 2.44691 3.51983 2.03754
H21 2.61204 3.60092 0.28359
H22 2.16618 2.09055 1.05031
H23 -1.53332 -4.83434 1.31943
H24 -1.72410 -4.57732 3.05460
H25 -0.28235 -5.39777 2.44528
H26 0.75694 -1.88014 3.24839
H27 0.97919 -3.56887 3.72354
H28 -0.49650 -2.71673 4.18220
C17 1.11669 2.87583 -2.94288
C18 1.64739 1.50827 -2.56433
C19 3.12494 1.61328 -2.19691
C20 1.43248 0.54298 -3.72756
O1 0.89521 1.03561 -1.41840
H29 1.64500 3.24082 -3.82685
H30 1.27924 3.58807 -2.13008
H31 0.04565 2.84698 -3.17538
H32 3.75046 1.54274 -3.08807
H33 3.40114 0.82634 -1.49810
H34 3.34189 2.57035 -1.71696
H35 2.18594 0.70294 -4.50036
H36 0.44883 0.68337 -4.18426
H37 1.49578 -0.49161 -3.38500
C21 4.23176 -2.79159 2.64165
N7 4.23311 -2.94676 1.18140
C22 5.01034 -3.85953 0.47554
C23 4.74383 -3.67490 -0.82652
N8 3.81066 -2.64438 -0.90027
C24 3.28037 -2.08362 -2.13757
C25 3.49284 -2.21476 0.33068
Se1 2.37244 -0.83118 0.86720
H38 4.89689 -3.53815 3.06357
H39 3.22800 -2.92998 3.03091
H40 4.57551 -1.79835 2.91454
H41 5.68677 -4.54542 0.96269
H42 5.14045 -4.16524 -1.70374
H43 3.69679 -2.63652 -2.97342
H44 3.55815 -1.03863 -2.22372
H45 2.19805 -2.16036 -2.15721
C26 -2.78346 1.01125 -4.46175
C27 -3.14949 0.59979 -3.04224
C28 -3.77252 -0.79229 -3.04190
C29 -4.12810 1.60840 -2.44159
N9 -1.85245 0.54018 -2.29597
N10 -1.90566 0.80294 -0.88546
H46 -3.67211 1.01472 -5.09499
H47 -2.05988 0.31172 -4.89723
H48 -2.35342 2.02035 -4.47982
H49 -4.69270 -0.80769 -3.63355
H50 -4.03634 -1.11015 -2.02269
H51 -3.07382 -1.51714 -3.46707
H52 -4.99667 1.70396 -3.09737
H53 -3.67757 2.60417 -2.35421
H54 -4.50413 1.29797 -1.46256
H55 -1.20270 1.20369 -2.67627
H56 -2.60217 0.18634 -0.49314
H57 -2.22178 1.74207 -0.71236

Computed properties:
energy above the lowest of the compared OMol25 structures with the same formula, charge and spin: 42.4 kJ/mol
LUMO energy (alpha / beta): -4.1 / -4.1 eV
<S²>: 0.753
spin multiplicity: 2
charge: +2
HOMO-LUMO gap (alpha / beta): 8.30 / 8.69 eV

These are the Mulliken partial charges, in e, on atoms 1 to 8: 0.120 -1.164 0.487 -1.275 -0.326 0.576 -0.545 -0.225

---

Here is 7 unconnected molecules or ions with the total composition C29H57N3O19 at a distorted geometry from OMol25. Energies are from ωB97M-V/def2-TZVPD.

Cartesian coordinates (Å):
C1 -3.99531 0.03489 -1.64113
C2 -4.31105 -1.29350 -2.09044
C3 -3.50592 -2.59013 -1.62665
C4 -4.45253 -3.77320 -2.20085
N1 -4.58458 -4.92245 -1.27042
C5 -3.09880 -2.68406 -0.08637
C6 -1.58193 -3.13472 -0.03162
N2 -0.84994 -3.12895 1.23939
C7 -1.22834 -2.03671 2.15481
C8 -2.45595 -2.31743 3.11975
C9 -2.85287 -3.83170 3.34112
C10 -4.45692 -3.99593 3.31285
C11 -0.98833 -2.42103 -1.31515
O1 0.13022 -1.92140 -1.52383
N3 -2.13589 -2.54593 -2.27790
H1 -4.73749 0.52657 -0.95551
H2 -3.07534 0.56707 -2.00393
H3 -5.18200 -1.35236 -2.81540
H4 -4.07394 -4.08857 -3.22733
H5 -5.50736 -3.40173 -2.38425
H6 -3.67405 -5.31115 -1.01618
H7 -5.08755 -4.61510 -0.43162
H8 -3.67654 -3.36642 0.59808
H9 -3.19507 -1.64657 0.34781
H10 -1.55005 -4.23388 -0.35060
H11 0.16435 -3.16991 1.09225
H12 -1.42393 -1.03726 1.64115
H13 -0.32361 -1.84345 2.81829
H14 -2.21894 -1.86433 4.12952
H15 -3.35798 -1.73885 2.73356
H16 -2.46494 -4.55661 2.57611
H17 -2.43311 -4.17293 4.34163
H18 -4.94783 -3.65413 4.26221
H19 -4.63155 -5.10068 3.10127
H20 -4.86061 -3.45204 2.40988
H21 -2.08140 -3.53102 -2.58925
C12 0.12218 -4.45530 -8.28491
O2 0.49667 -3.33258 -7.48831
C13 -0.07694 -3.30288 -6.27819
O3 -0.84843 -4.11979 -5.84109
O4 0.35497 -2.21165 -5.64121
C14 -0.18405 -2.05494 -4.32526
H22 0.64421 -4.37593 -9.23769
H23 0.42250 -5.38708 -7.80283
H24 -0.95186 -4.45029 -8.47774
H25 0.09995 -2.88691 -3.68352
H26 -1.26665 -1.95129 -4.36483
H27 0.22957 -1.14068 -3.90541
C15 1.53154 0.53691 4.04359
O5 0.45404 0.47559 4.97755
C16 0.64373 1.20651 6.08248
O6 1.61213 1.87721 6.32862
O7 -0.43219 1.06011 6.86513
C17 -0.36848 1.78986 8.09018
H28 1.26829 -0.09024 3.19268
H29 1.67696 1.55810 3.68811
H30 2.44984 0.14940 4.48757
H31 -0.29990 2.86161 7.89751
H32 0.47386 1.45278 8.69626
H33 -1.28932 1.59532 8.63825
C18 6.41257 0.97547 -2.59063
O8 5.44691 0.81962 -1.55297
C19 4.61055 -0.21158 -1.73393
O9 4.62044 -0.97377 -2.66438
O10 3.76382 -0.24426 -0.69893
C20 2.80532 -1.30321 -0.75999
H34 7.03133 1.83603 -2.33907
H35 7.05338 0.09473 -2.65632
H36 5.92327 1.16762 -3.54680
H37 3.30474 -2.27417 -0.75287
H38 2.17628 -1.20111 -1.64018
H39 2.17458 -1.23305 0.12498
C21 -0.91129 8.74127 7.79824
O11 -0.21972 7.98064 6.80623
C22 0.49265 6.95836 7.30153
O12 0.58254 6.65701 8.46250
O13 1.08466 6.33379 6.27804
C23 1.88519 5.21374 6.66020
H40 -1.45083 9.53780 7.28980
H41 -1.63306 8.11742 8.32775
H42 -0.20638 9.19313 8.49765
H43 1.27516 4.45193 7.14536
H44 2.70068 5.52831 7.31340
H45 2.31307 4.78673 5.75467
C24 1.59791 -9.18240 -12.58327
O14 2.62265 -9.21853 -11.59163
C25 2.72017 -8.09905 -10.86436
O15 2.03711 -7.11600 -10.98493
O16 3.71057 -8.26480 -9.97964
C26 3.92860 -7.13930 -9.13003
H46 1.61214 -10.13719 -13.10732
H47 0.61800 -9.05525 -12.12048
H48 1.78858 -8.38726 -13.30573
H49 3.04095 -6.93147 -8.53040
H50 4.21147 -6.26330 -9.71577
H51 4.74969 -7.38693 -8.45865
C27 -0.57994 9.99304 4.71775
O17 -0.40114 11.38773 4.97146
C28 0.67276 11.91989 4.37609
O18 1.45710 11.33399 3.67771
O19 0.72114 13.22013 4.69441
C29 1.82548 13.91918 4.12339
H52 -1.47457 9.67161 5.24579
H53 -0.72524 9.81090 3.65143
H54 0.26671 9.42247 5.09363
H55 1.77649 13.89250 3.03370
H56 2.76985 13.50218 4.47672
H57 1.76216 14.95717 4.44766

Computed properties:
LUMO energy: -0.5 eV
SMILES: C=C[C@]1(CN)C[C@H](NCCCC)C(=O)N1.COC(=O)OC.COC(=O)OC.COC(=O)OC.COC(=O)OC.COC(=O)OC.COC(=O)OC
HOMO-LUMO gap: 7.55 eV

These are the Mulliken partial charges, in e, on atoms 1 to 8: -0.813 -0.867 1.653 -1.101 -0.641 -0.124 -0.140 -0.239